# 1
The following is a quantum chemistry calculation of a cluster of 2 separate species, C5H8N2O in total, from the OMol25 dataset.

Geometry (Å):
C  1.31  1.07  -0.82
C  -0.93  0.58  0.17
C  -0.90  -1.94  -0.49
C  0.55  0.43  0.30
N  -1.66  0.41  1.31
C  1.17  -0.23  1.29
N  -0.77  -2.07  -1.63
O  -1.46  0.94  -0.86
H  -2.66  0.47  1.22
H  -1.28  -0.13  2.06
H  -0.72  -2.17  -2.63
H  2.37  1.17  -0.56
H  1.21  0.46  -1.71
H  0.89  2.05  -1.05
H  0.65  -0.75  2.08
H  2.24  -0.28  1.32

Values from the calculation:
E (eV): -10340.8861
Charge: 0
Energy above the lowest of the compared OMol25 structures with the same formula, charge and spin (eV): 1.840
HOMO (eV): -9.62
Frontier orbital gap (hartree): 0.3846



# 2
The following is a quantum chemistry calculation of the ion C5H4N with charge +1 at a distorted geometry, from the OMol25 dataset.

Geometry (Å):
C  2.84  1.33  -0.66
C  1.76  1.19  -0.22
C  -1.45  -2.10  0.10
C  0.40  0.88  0.46
C  -0.43  0.10  -0.34
N  -0.81  -1.14  -0.14
H  -1.99  -2.96  -0.04
H  0.53  0.47  1.53
H  0.00  1.95  0.62
H  -0.85  0.30  -1.30

Values from the calculation:
E (eV): -6723.3190
Charge: +1
Energy above the lowest of the compared OMol25 structures with the same formula, charge and spin (eV): 5.021
HOMO (spin up / spin down) (eV): -14.98 / -14.45
Frontier orbital gap (spin up / spin down) (hartree): 0.2895 / 0.2999